1.
{"formula": "C24H31F3N3O10P2RuSSe2", "method": "ωB97M-V/def2-TZVPD", "elements": ["Ru", "C", "C", "C", "C", "C", "C", "C", "S", "O", "O", "N", "C", "C", "C", "C", "C", "C", "C", "C", "N", "C", "H", "H", "H", "H", "H", "H", "H", "H", "H", "H", "H", "H", "H", "O", "C", "C", "C", "O", "C", "Se", "C", "Se", "H", "H", "H", "H", "H", "H", "H", "H", "H", "H", "N", "C", "C", "P", "O", "O", "O", "P", "O", "O", "O", "H", "H", "H", "H", "H", "H", "H", "H", "F", "C", "F", "F"], "positions_angstrom": [[0.883, -1.417, -0.919], [-4.435, 4.350, 1.052], [-3.925, 2.957, 0.803], [-4.774, 1.859, 0.870], [-4.298, 0.574, 0.634], [-2.960, 0.388, 0.339], [-2.097, 1.470, 0.254], [-2.582, 2.744, 0.490], [-2.297, -1.242, 0.063], [-3.414, -2.093, -0.288], [-1.610, -1.583, 1.288], [-1.230, -1.058, -1.095], [-1.659, -0.928, -2.440], [-2.951, -0.595, -2.853], [-3.242, -0.499, -4.209], [-2.262, -0.722, -5.158], [-0.944, -1.025, -4.775], [0.106, -1.227, -5.714], [1.401, -1.449, -5.219], [1.634, -1.499, -3.875], [0.643, -1.360, -2.932], [-0.646, -1.115, -3.393], [-5.515, 4.353, 1.199], [-4.206, 5.010, 0.213], [-3.974, 4.787, 1.941], [-5.823, 2.009, 1.100], [-4.960, -0.282, 0.669], [-1.063, 1.309, -0.023], [-1.905, 3.589, 0.413], [-3.739, -0.438, -2.137], [-4.253, -0.254, -4.516], [-2.491, -0.654, -6.216], [-0.105, -1.173, -6.774], [2.244, -1.567, -5.888], [2.635, -1.632, -3.490], [2.086, 4.816, -0.710], [3.002, 4.068, 0.086], [2.310, 3.168, 1.119], [1.772, 4.091, 2.221], [1.064, 3.439, 3.271], [1.127, 2.420, 0.480], [1.559, 1.444, -1.159], [3.307, 2.165, 1.711], [4.124, 0.954, 0.406], [1.743, 4.183, -1.360], [3.634, 4.795, 0.606], [3.642, 3.456, -0.550], [1.137, 4.855, 1.753], [2.611, 4.599, 2.707], [0.496, 2.769, 2.874], [0.347, 3.146, 0.233], [0.712, 1.706, 1.197], [2.796, 1.573, 2.470], [4.112, 2.714, 2.209], [0.099, -3.632, 3.546], [1.103, -3.407, 2.415], [2.416, -4.059, 2.855], [1.311, -1.521, 2.432], [2.837, -1.230, 2.796], [0.466, -1.115, 3.600], [1.105, -0.929, 1.068], [0.366, -4.373, 0.947], [-1.194, -4.480, 1.439], [0.942, -5.728, 1.069], [0.364, -3.568, -0.317], [-0.038, -2.653, 3.951], [0.464, -4.290, 4.226], [-0.774, -3.984, 3.130], [2.762, -3.617, 3.794], [3.185, -3.881, 2.109], [2.276, -5.137, 2.945], [3.292, -0.854, 2.008], [-1.716, -3.769, 1.044], [2.917, -3.424, -1.694], [2.850, -2.256, -1.003], [3.372, -2.569, 0.236], [3.825, -1.474, -1.575]], "mulliken_charge": [1.269, -1.475, 1.122, -0.879, -0.338, -0.606, 0.141, -0.712, 0.885, -0.812, -0.650, 0.810, 0.924, -0.508, -0.919, -0.893, 0.899, -0.815, -0.935, -0.556, 0.341, -0.775, 0.364, 0.335, 0.302, 0.266, 0.474, -0.057, 0.372, 0.295, 0.360, 0.314, 0.348, 0.363, 0.418, -0.637, -1.418, 2.768, -1.333, -0.550, -1.967, -0.342, -1.396, -0.321, 0.409, 0.494, 0.411, 0.365, 0.423, 0.401, 0.515, 0.364, 0.462, 0.550, -0.003, 0.245, -1.863, 1.129, -0.661, -1.024, 0.477, 0.649, -0.843, -0.844, -0.553, 0.386, 0.336, 0.403, 0.493, 0.211, 0.572, 0.211, 0.389, -0.256, 0.151, -0.193, -0.283], "e_homo_ha": [-0.002, -0.090], "multiplicity": 6, "lumo_energy_ev": [4.12, 4.11], "charge": -2, "orbital_gap_ev": [4.178, 6.558], "total_energy_ha": -8128.3540}

2.
{"formula": "C24H31Ge2O3Ru", "method": "ωB97M-V/def2-TZVPD", "elements": ["Ru", "C", "C", "C", "C", "C", "C", "C", "H", "H", "H", "H", "H", "H", "H", "C", "Ge", "C", "C", "Ge", "C", "C", "C", "C", "C", "C", "C", "C", "C", "C", "C", "C", "H", "H", "H", "H", "H", "H", "H", "H", "H", "H", "H", "H", "H", "H", "H", "H", "H", "H", "H", "C", "C", "O", "O", "H", "H", "H", "O", "H", "H"], "positions_angstrom": [[0.537, 1.197, -0.560], [3.224, 2.279, -1.319], [2.454, 1.448, -2.131], [2.375, 0.021, -1.897], [1.763, -0.802, -2.829], [1.174, -0.278, -3.984], [1.184, 1.098, -4.203], [1.789, 1.949, -3.300], [3.342, 3.324, -1.547], [3.840, 1.870, -0.535], [2.964, -0.411, -1.088], [1.784, -1.874, -2.679], [0.739, -0.941, -4.714], [0.729, 1.503, -5.095], [1.853, 3.007, -3.515], [0.925, -3.166, 3.478], [0.577, -3.150, 1.519], [2.213, -3.398, 0.410], [-0.947, -4.236, 0.838], [-0.138, -0.609, 0.887], [-0.987, 0.654, -1.780], [-1.363, 1.890, -2.300], [-2.261, 1.945, -3.355], [-2.819, 0.771, -3.838], [-2.461, -0.456, -3.300], [-1.537, -0.520, -2.267], [-1.807, -0.057, 1.892], [-2.162, 1.267, 1.650], [-3.235, 1.822, 2.328], [-3.953, 1.055, 3.230], [-3.598, -0.262, 3.470], [-2.520, -0.822, 2.799], [0.983, -4.204, 3.801], [0.140, -2.665, 4.036], [1.872, -2.681, 3.696], [2.564, -4.408, 0.615], [3.000, -2.701, 0.687], [2.006, -3.313, -0.655], [-0.838, -5.243, 1.238], [-0.906, -4.288, -0.248], [-1.917, -3.852, 1.140], [-0.971, 2.827, -1.887], [-2.537, 2.895, -3.786], [-3.549, 0.812, -4.629], [-2.906, -1.363, -3.679], [-1.246, -1.487, -1.870], [-1.599, 1.870, 0.929], [-3.511, 2.851, 2.148], [-4.800, 1.483, 3.746], [-4.160, -0.856, 4.175], [-2.247, -1.852, 2.991], [2.449, 1.383, 3.546], [1.710, 0.947, 2.321], [1.035, -0.139, 2.397], [1.763, 1.614, 1.280], [2.033, 0.903, 4.427], [2.415, 2.466, 3.641], [3.496, 1.100, 3.436], [0.432, 3.656, -0.041], [0.867, 4.324, -0.584], [0.740, 3.798, 0.864]], "mulliken_charge": [0.813, -1.043, 0.638, 0.181, -0.643, -0.549, -0.837, -0.177, 0.349, 0.249, 0.549, 0.433, 0.488, 0.515, 0.493, -1.069, 0.540, -1.111, -1.085, 0.199, 0.348, -0.473, -0.741, -0.588, -0.557, -0.274, 0.546, -0.137, -0.940, -0.519, -0.671, -0.207, 0.478, 0.362, 0.349, 0.494, 0.330, 0.215, 0.461, 0.364, 0.373, 0.399, 0.493, 0.456, 0.485, 0.560, 0.254, 0.447, 0.406, 0.430, 0.316, -1.280, 0.705, -0.407, -0.544, 0.345, 0.392, 0.343, -0.474, 0.266, 0.258], "e_homo_ha": [-0.513, -0.515], "multiplicity": 2, "lumo_energy_ev": [-8.87, -8.73], "charge": 2, "orbital_gap_ev": [5.094, 5.277], "total_energy_ha": -5406.8905}

3.
{"formula": "C24H31N2", "method": "ωB97M-V/def2-TZVPD", "elements": ["C", "C", "C", "C", "N", "C", "C", "C", "N", "C", "C", "H", "H", "H", "H", "H", "H", "H", "H", "H", "H", "H", "H", "H", "H", "H", "H", "C", "C", "C", "C", "C", "C", "C", "C", "C", "C", "C", "C", "C", "C", "C", "H", "H", "H", "H", "H", "H", "H", "H", "H", "H", "H", "H", "H", "H", "H"], "positions_angstrom": [[-4.071, -2.654, -0.280], [-3.269, -1.388, 0.025], [-2.261, -1.066, -1.077], [-0.900, -1.706, -0.822], [0.129, -0.953, -0.626], [1.427, -1.585, -0.464], [1.333, -2.980, 0.102], [0.348, -3.792, -0.700], [-0.899, -3.064, -0.805], [-2.035, -3.838, -1.315], [-3.224, -3.917, -0.358], [-4.827, -2.790, 0.502], [-4.604, -2.514, -1.231], [-3.963, -0.541, 0.120], [-2.770, -1.477, 1.004], [-2.639, -1.392, -2.057], [-2.100, 0.015, -1.128], [1.960, -1.635, -1.434], [2.000, -0.930, 0.201], [2.308, -3.470, 0.078], [1.004, -2.922, 1.145], [0.753, -3.988, -1.707], [0.149, -4.760, -0.227], [-2.364, -3.434, -2.286], [-1.667, -4.857, -1.494], [-2.867, -4.186, 0.646], [-3.858, -4.744, -0.700], [-1.599, 2.845, 4.941], [-1.141, 2.637, 3.532], [-2.013, 2.118, 2.561], [-1.556, 1.820, 1.290], [-0.183, 2.005, 0.929], [0.296, 1.539, -0.321], [1.581, 1.819, -0.878], [1.657, 2.147, -2.261], [2.862, 2.468, -2.855], [4.056, 2.416, -2.121], [5.354, 2.724, -2.799], [4.011, 2.048, -0.770], [2.803, 1.764, -0.144], [0.634, 2.706, 1.876], [0.166, 2.974, 3.153], [-0.733, 2.952, 5.602], [-2.215, 3.747, 5.048], [-2.199, 1.996, 5.288], [-3.061, 1.945, 2.818], [-2.244, 1.446, 0.529], [-0.449, 1.171, -1.020], [0.725, 2.162, -2.831], [2.891, 2.765, -3.905], [6.148, 2.887, -2.065], [5.664, 1.897, -3.452], [5.270, 3.616, -3.432], [4.946, 1.998, -0.208], [2.786, 1.469, 0.908], [1.631, 3.037, 1.586], [0.817, 3.452, 3.888]], "mulliken_charge": [-0.912, -0.578, -0.849, 0.480, -0.033, -0.623, -0.866, -0.657, 0.312, -1.066, -0.591, 0.372, 0.326, 0.389, 0.363, 0.552, -0.031, 0.278, 0.190, 0.395, 0.327, 0.301, 0.459, 0.390, 0.506, 0.299, 0.352, -1.378, 1.073, -0.860, -0.446, 0.868, -0.254, 1.023, -0.694, -0.743, 1.007, -1.470, -1.058, -0.430, -0.479, -1.056, 0.384, 0.302, 0.378, 0.425, 0.430, 0.098, 0.394, 0.391, 0.368, 0.300, 0.385, 0.340, 0.545, 0.690, 0.376], "e_homo_ha": -0.409, "lumo_energy_ev": -4.68, "charge": 1, "orbital_gap_ev": 6.440, "total_energy_ha": -1042.3967}